This record from the Open Molecules 2025 dataset describes CH5IP2 as an isolated structure in a non-equilibrium geometry. The level of theory is the ωB97M-V functional and the def2-TZVPD basis.

## Properties
energy relative to the best compared isomer or geometry (same formula, charge and spin): 14.4 kcal/mol
gap between HOMO and LUMO: 9.05 eV
LUMO level: 0.002 eV
M: 205.9 g mol⁻¹

Geometry as ORCA input:
```
! RIJCOSX wB97M-V def2-TZVPD def2/J DEFGRID3
* xyz 0 1
I 1.874 1.418 -0.330
P 0.288 -1.528 0.495
P -1.468 0.669 -0.123
C 0.252 0.353 0.644
H 1.574 -1.786 0.722
H 0.175 0.553 1.817
H -1.145 1.897 -0.265
H 0.496 -1.759 -0.786
H -1.163 0.664 -1.489
*
```